Computed, not measured: C34H24N2OPS3Ti as an isolated structure, with ωB97M-V/def2-TZVPD.

Cartesian coordinates (Å):
Ti 1.286 -0.857 -0.023
S 2.365 1.344 -0.342
S 0.172 -3.190 -0.712
S -0.854 -2.598 -3.548
P -0.811 0.301 1.169
O 2.900 -1.489 -0.871
N 0.120 -0.864 -1.910
N 3.745 -0.634 -1.534
C -1.203 -0.247 5.172
C -1.173 -0.360 -5.268
C -2.355 -0.573 0.612
C -2.988 3.837 1.044
C -1.348 2.060 1.128
C -0.157 -2.150 -1.992
C -0.345 3.024 1.249
C -0.994 1.003 -5.437
C -0.221 -1.211 5.417
C -0.206 -0.161 -3.054
C 2.487 -3.019 3.541
C -0.775 -0.943 -4.069
C -3.917 -1.155 -1.144
C -4.472 -2.140 -0.334
C 0.540 -1.055 3.057
C 5.680 -0.470 -2.895
C -2.910 -1.567 1.410
C 3.627 0.742 -1.421
C 1.639 -2.617 4.566
C 5.509 0.927 -2.970
C 2.394 -2.406 2.295
C -1.380 0.297 3.917
C 4.823 -1.235 -2.158
C -0.418 1.778 -4.426
C 1.433 -1.421 2.016
C 0.663 -1.634 4.367
C -0.535 -0.112 2.841
C -0.019 1.208 -3.230
C 4.486 1.507 -2.158
C -2.669 2.482 1.029
C -1.983 4.784 1.159
C -0.659 4.374 1.265
C -3.965 -2.342 0.941
C -2.867 -0.382 -0.672
H -0.274 2.841 -4.580
H -3.460 1.747 0.947
H 3.227 -3.794 3.719
H -5.283 -2.757 -0.704
H 4.377 2.582 -2.084
H 0.690 2.711 1.326
H -2.161 1.031 3.745
H -1.296 1.473 -6.365
H 0.137 5.103 1.353
H 0.450 1.776 -2.435
H -2.425 0.368 -1.321
H -1.614 -0.961 -6.054
H -2.494 -1.731 2.398
H -4.285 -0.999 -2.152
H 3.079 -2.715 1.511
H -0.109 -1.651 6.403
H 1.716 -3.075 5.550
H 6.499 -0.967 -3.402
H -4.025 4.143 0.968
H 6.177 1.544 -3.555
H -2.228 5.840 1.169
H -4.378 -3.118 1.575
H -1.846 0.075 5.987
H 4.883 -2.302 -2.023

Force components x, y, z for each atom (eV/Å):
0.249 0.746 0.171
0.116 -0.219 -0.356
-0.141 -0.115 0.020
-0.106 -0.123 -0.057
-0.277 -0.355 -0.408
0.315 0.086 -0.368
-0.149 0.039 -0.201
-0.181 -0.366 0.324
0.033 -0.062 0.146
-0.012 -0.148 0.056
0.174 0.136 0.097
0.043 -0.142 0.001
0.144 -0.099 0.011
-0.002 0.062 0.020
-0.027 0.097 -0.013
0.035 0.136 0.017
-0.006 0.029 -0.112
0.094 -0.092 0.328
-0.004 0.128 0.119
-0.020 0.215 -0.148
0.009 -0.014 0.047
0.012 0.022 -0.040
-0.020 -0.033 0.256
0.012 -0.008 0.024
-0.060 -0.015 0.028
-0.117 -0.123 0.212
0.091 -0.123 0.052
-0.073 -0.052 0.075
-0.085 0.060 -0.063
0.105 -0.069 -0.162
0.080 0.217 -0.148
-0.009 -0.066 0.012
-0.067 -0.265 0.168
-0.085 0.147 -0.106
-0.078 0.039 0.250
-0.020 0.025 -0.080
0.120 0.134 -0.052
-0.088 0.085 0.020
-0.008 0.096 0.005
0.023 -0.097 0.000
0.043 0.013 0.045
0.031 0.036 -0.090
-0.009 -0.001 -0.015
-0.003 -0.005 -0.012
0.010 0.007 0.001
0.002 0.003 0.000
-0.003 -0.011 -0.008
-0.012 -0.020 0.008
0.003 0.003 -0.016
-0.008 -0.021 -0.005
-0.016 0.024 -0.004
-0.002 0.006 -0.006
-0.002 0.009 0.027
0.002 0.004 0.001
-0.015 -0.021 -0.004
-0.011 -0.011 0.003
-0.006 0.010 -0.020
-0.001 0.010 0.006
0.005 0.000 -0.012
0.001 0.026 -0.012
0.000 0.024 0.001
-0.001 0.018 0.012
0.002 -0.004 -0.001
-0.014 -0.002 -0.012
-0.006 0.000 -0.011
-0.011 -0.011 -0.023

LUMO level (spin up / spin down), eV: 4.17 / 4.17
Spin multiplicity: 4
Max |F|, eV Å⁻¹: 0.81
Total charge: -2
DFT total energy, eV: -105586.3810
HOMO level (spin up / spin down), eV: 1.1 / -1.5